[1]
This record from the OMol25 dataset describes C10H27N8Pd as an isolated structure. The level of theory is ωB97M-V/def2-TZVPD.

Structure (ORCA input):
```
! RIJCOSX wB97M-V def2-TZVPD def2/J DEFGRID3
* xyz 1 1
Pd 0.673 -2.240 -0.818
C -2.551 -0.156 -4.683
N -1.391 -0.996 -4.408
C -0.286 -0.813 -5.328
C -1.103 -1.377 -3.123
N 0.074 -1.492 -2.630
N -2.217 -1.783 -2.375
C -2.577 -1.246 -1.152
N -3.393 -2.083 -0.404
N -2.172 -0.089 -0.808
H -2.980 -0.428 -5.647
H -2.269 0.900 -4.710
H -3.302 -0.286 -3.911
H -0.683 -0.754 -6.339
H 0.391 -1.665 -5.276
H 0.277 0.107 -5.129
H 0.779 -1.075 -3.225
H -2.827 -2.448 -2.818
H -3.724 -2.933 -0.830
H -4.081 -1.618 0.164
H -2.480 0.120 0.137
N 1.562 -1.892 5.496
C 1.441 -1.670 3.993
C 1.685 -0.205 3.694
C 1.534 0.016 2.180
N 0.152 -0.283 1.808
C 2.518 -0.887 1.439
C 2.367 -2.374 1.763
N 1.165 -2.949 1.140
C 2.424 -2.588 3.288
H 0.904 -1.302 6.008
H 2.505 -1.657 5.812
H 1.382 -2.867 5.744
H 0.410 -1.923 3.747
H 2.695 0.083 4.010
H 0.967 0.420 4.235
H 1.812 1.054 1.969
H -0.441 0.522 1.970
H 0.083 -0.513 0.809
H 3.533 -0.572 1.700
H 2.388 -0.767 0.360
H 3.217 -2.895 1.324
H 0.312 -2.617 1.584
H 1.180 -3.962 1.167
H 3.439 -2.359 3.634
H 2.219 -3.637 3.525
*
```

Calculated values
calculated total energy: -962.9463 Eh
molecular weight: 365.80 g/mol
ΔE to the lowest compared entry with this formula, charge and spin: 0.0 kcal per mole
E_HOMO: -8.2 eV
E_LUMO: -3.2 eV



[2]
This record from the OMol25 dataset describes C10H28KN2O3 as an isolated structure in a non-equilibrium geometry. The level of theory is ωB97M-V/def2-TZVPD.

Structure (ORCA input):
```
! RIJCOSX wB97M-V def2-TZVPD def2/J DEFGRID3
* xyz 1 1
K 22.636 7.460 12.002
C 20.560 5.549 9.328
C 20.627 5.735 10.868
O 20.826 7.069 11.166
H 19.637 5.828 8.820
H 20.630 4.503 9.033
H 21.392 6.129 8.927
H 21.441 5.185 11.339
H 19.714 5.325 11.299
H 20.054 7.605 10.969
C 22.859 7.287 7.684
C 23.084 7.103 9.212
C 24.556 7.211 9.658
O 24.699 7.003 11.095
C 26.017 6.834 11.633
N 22.338 8.199 9.796
H 23.549 6.541 7.288
H 23.339 8.195 7.320
H 21.914 7.013 7.216
H 22.698 6.173 9.630
H 25.020 8.180 9.471
H 25.111 6.567 8.976
H 26.621 6.218 10.967
H 26.037 6.379 12.624
H 26.536 7.786 11.745
H 21.402 8.226 9.418
H 22.721 9.091 9.515
C 24.709 4.235 12.551
C 23.314 4.772 12.297
C 22.358 3.589 12.454
O 22.650 2.606 11.455
C 21.741 1.530 11.379
N 23.144 5.844 13.260
H 24.830 3.970 13.602
H 25.438 4.966 12.202
H 24.877 3.246 12.124
H 23.220 5.020 11.240
H 21.372 3.989 12.220
H 22.354 3.195 13.470
H 22.252 0.603 11.118
H 20.822 1.684 10.813
H 21.348 1.336 12.376
H 23.588 5.483 14.093
H 22.185 6.065 13.487
*
```

Calculated values
calculated total energy: -1332.5604 Eh
molecular weight: 263.44 g/mol
ΔE to the lowest compared entry with this formula, charge and spin: 141.4 kcal per mole
E_HOMO: -12.4 eV
E_LUMO: -2.6 eV



[3]
This record from the OMol25 dataset describes a 2-piece molecular cluster, C10H29Cl2N3O4P2SSi overall. The level of theory is ωB97M-V/def2-TZVPD.

Structure (ORCA input):
```
! RIJCOSX wB97M-V def2-TZVPD def2/J DEFGRID3
* xyz 0 1
C -3.677 -0.534 -0.394
P -2.181 -0.334 -1.464
C -2.661 -1.386 -2.927
Si -0.773 -1.759 -0.434
C 0.685 -2.148 -1.572
C 0.743 -1.310 -2.869
C 2.144 -0.807 -3.236
C 2.473 0.568 -2.659
S 1.914 1.966 -3.609
O 2.773 2.129 -4.735
O 1.623 3.042 -2.709
O 0.521 1.476 -4.229
C -0.207 -1.258 1.299
C 0.146 0.229 1.498
N 0.553 0.551 2.863
N 1.210 0.539 0.543
N -1.020 1.057 1.226
P -1.866 -3.742 -0.211
O -2.198 -4.371 -1.525
H -4.465 0.112 -0.785
H -3.439 -0.195 0.615
H -4.053 -1.558 -0.362
H -3.751 -1.447 -2.952
H -2.329 -0.914 -3.852
H -2.287 -2.410 -2.886
H 1.596 -1.978 -0.987
H 0.659 -3.217 -1.803
H 0.328 -1.883 -3.699
H 0.085 -0.445 -2.746
H 2.891 -1.502 -2.843
H 2.276 -0.798 -4.320
H 3.553 0.730 -2.616
H 2.059 0.700 -1.656
H -0.181 1.630 -3.584
H -0.944 -1.537 2.057
H 0.687 -1.871 1.487
H -0.224 0.402 3.501
H 1.278 -0.094 3.164
H 2.015 -0.059 0.704
H 1.521 1.493 0.703
H -1.025 1.850 1.857
H -1.015 1.402 0.274
H -2.966 -3.519 0.655
H -1.110 -4.556 0.672
Cl -0.924 2.851 5.093
C 0.544 3.767 5.522
C 1.763 2.878 5.537
Cl 1.713 1.680 6.858
H 0.367 4.234 6.487
H 0.676 4.533 4.761
H 2.655 3.484 5.686
H 1.843 2.330 4.601
*
```

Calculated values
calculated total energy: -3154.4661 Eh
molecular weight: 448.37 g/mol
structure (SMILES): CP(C)[Si@@](CCCCS(=O)(=O)O)(CC(N)(N)N)[PH2]=O.ClCCCl
E_HOMO: -8.6 eV
E_LUMO: 0.2 eV



[4]
This record from the OMol25 dataset describes a 4-piece molecular cluster, C10H29NO7 overall in a non-equilibrium geometry. The level of theory is ωB97M-V/def2-TZVPD.

Structure (ORCA input):
```
! RIJCOSX wB97M-V def2-TZVPD def2/J DEFGRID3
* xyz 1 2
C 1.231 1.423 -1.024
C 1.278 0.443 0.218
O 1.438 1.168 1.399
O 0.106 2.136 -1.132
H 1.364 0.890 -1.966
H 1.992 2.191 -0.887
H 1.986 -0.350 -0.025
H 0.318 -0.071 0.272
H 2.032 1.858 1.094
H -0.558 1.465 -1.305
C -0.063 4.818 -2.966
C 1.320 4.816 -2.306
O 1.157 4.911 -0.908
O -0.033 4.872 -4.353
H -0.728 5.558 -2.520
H -0.450 3.818 -2.771
H 1.928 5.660 -2.632
H 1.918 3.961 -2.623
H 0.836 4.017 -0.766
H -0.919 4.704 -4.682
C -1.526 -1.608 -1.291
C -2.109 -0.204 -1.078
O -1.775 0.543 -2.281
O -2.029 -2.440 -0.301
H -0.438 -1.667 -1.275
H -1.894 -1.938 -2.262
H -1.630 0.324 -0.253
H -3.178 -0.162 -0.866
H -2.541 0.424 -2.847
H -1.684 -2.252 0.575
C -0.158 -4.701 2.601
C 0.626 -3.630 1.811
C 0.610 -2.227 2.589
O -0.744 -1.709 2.301
C -1.241 -0.678 3.127
N 2.020 -4.054 1.837
H -0.320 -5.664 2.117
H -1.183 -4.368 2.761
H 0.263 -4.739 3.606
H 0.234 -3.628 0.794
H 1.364 -1.517 2.247
H 0.713 -2.442 3.652
H -0.439 0.060 3.158
H -1.339 -1.084 4.133
H -2.063 -0.172 2.621
H 1.848 -4.968 1.444
H 2.458 -3.785 0.967
*
```

Calculated values
calculated total energy: -979.3444 Eh
molecular weight: 275.34 g/mol
E_HOMO (spin up / spin down): -11.7 / -11.7 eV
E_LUMO (spin up / spin down): -2.8 / -9.5 eV